Entry 1:
A molecular structure, C4H12OSi2. Source: the OMol25 dataset; level of theory: ωB97M-V/def2-TZVPD.

Positions of all 19 atoms, in Å:
C1 0.11202 -1.39750 -1.11430
C2 1.87176 0.68783 -1.30498
C3 -1.74420 0.22837 2.14336
C4 -0.83861 1.46343 1.82961
O1 -0.16952 1.28036 0.60973
Si1 1.19137 -0.76068 -2.52992
Si2 0.76101 0.09791 0.08021
H1 -0.95661 -1.43595 -1.20725
H2 0.35984 -2.33649 -0.69946
H3 2.89595 0.69539 -1.27694
H4 1.42834 1.58108 -1.67719
H5 -2.74439 0.33395 1.97639
H6 -1.19148 -0.57203 1.63224
H7 -1.75938 -0.00944 3.18430
H8 -0.21267 1.75319 2.71363
H9 -1.38167 2.37927 1.63692
H10 2.17139 -1.81571 -2.51888
H11 1.10188 -0.07694 -3.78229
H12 1.38848 -0.46210 1.32698

Summary:
Largest force on an atom ... 3.74 eV/Å
Energy above the lowest of the compared OMol25 structures with the same formula, charge and spin ... 2.446 eV
Frontier orbital gap ... 10.17 eV
Highest occupied orbital energy ... -9.26 eV
Net charge ... 0

Entry 2:
2 unconnected molecules or ions with the total composition C4H12PS. Source: the OMol25 dataset; level of theory: ωB97M-V/def2-TZVPD.

Positions of all 18 atoms, in Å:
C1 -0.08327 0.99152 -1.55587
C2 -1.47641 -0.91366 0.21342
C3 0.01709 1.28711 1.49965
C4 1.43514 -0.86802 0.34143
P1 -0.06888 0.16244 0.09822
S1 2.85224 -0.09006 -0.26341
H1 0.90410 1.41911 -1.60494
H2 -0.78283 1.87772 -1.54927
H3 -0.48898 0.21365 -2.37137
H4 -1.32646 -1.50739 -0.65846
H5 -2.44222 -0.40687 0.14624
H6 -1.41257 -1.28850 1.23946
H7 0.17092 0.85866 2.47193
H8 -1.03513 1.65052 1.75520
H9 0.82805 2.10874 1.31113
H10 1.34683 -1.38149 1.37803
H11 1.17922 -2.40906 -0.82965
H12 3.80935 -0.98633 -0.02728

Summary:
Largest force on an atom ... 4.03 eV/Å
Energy above the lowest of the compared OMol25 structures with the same formula, charge and spin ... 4.788 eV
Frontier orbital gap (alpha / beta) ... 8.36 / 8.36 eV
Highest occupied orbital energy (alpha / beta) ... -12.82 / -12.82 eV
Net charge ... +1

Entry 3:
2 unconnected molecules or ions with the total composition C4H12S. Source: the OMol25 dataset; level of theory: ωB97M-V/def2-TZVPD.

Positions of all 17 atoms, in Å:
C1 0.56917 -0.87926 1.94938
S1 0.27367 -2.30539 0.75082
C2 -1.40908 -2.27907 0.38495
H1 -0.33433 -0.70491 2.67811
H2 1.37990 -1.40231 2.39271
H3 0.73116 0.02038 1.24096
H4 -1.65831 -1.22061 0.21745
H5 -2.08720 -2.76350 1.07095
H6 -1.68651 -2.89456 -0.46006
C3 0.31911 1.13593 -1.03540
C4 0.73715 2.49377 -1.56576
H7 1.19046 0.47412 -0.90395
H8 -0.17697 1.18741 -0.04781
H9 -0.35984 0.56516 -1.70981
H10 -0.18392 3.05386 -1.88466
H11 1.48864 2.38433 -2.29663
H12 1.20689 3.13462 -0.78124

Summary:
Largest force on an atom ... 3.41 eV/Å
Energy above the lowest of the compared OMol25 structures with the same formula, charge and spin ... 1.059 eV
Structure (SMILES) ... CSC.CC
Frontier orbital gap ... 9.34 eV
Highest occupied orbital energy ... -8.33 eV
Net charge ... 0

Entry 4:
2 unconnected molecules or ions with the total composition C4H12S. Source: the OMol25 dataset; level of theory: ωB97M-V/def2-TZVPD.

Positions of all 17 atoms, in Å:
C1 0.48548 -2.66839 -1.96640
C2 0.80977 -1.22814 -2.37160
S1 0.71063 -0.09066 -0.92250
H1 -0.47781 -2.76045 -1.56520
H2 1.18577 -3.01708 -1.19252
H3 0.59613 -3.37209 -2.83003
H4 1.84834 -1.26254 -2.69943
H5 0.02353 -0.87704 -3.11956
H6 1.17748 1.02213 -1.51802
C3 -1.45521 2.16992 2.46847
C4 -0.13498 1.41894 2.14561
H7 -2.01442 1.58681 3.21586
H8 -2.06251 2.34601 1.59823
H9 -1.24790 3.13784 2.84746
H10 -0.31612 0.34165 1.82169
H11 0.25267 1.78792 1.15855
H12 0.61916 1.46518 2.92940

Summary:
Largest force on an atom ... 2.49 eV/Å
Energy above the lowest of the compared OMol25 structures with the same formula, charge and spin ... 0.396 eV
Structure (SMILES) ... CCS.CC
Frontier orbital gap ... 10.01 eV
Highest occupied orbital energy ... -9.08 eV
Net charge ... 0

Entry 5:
2 unconnected molecules or ions with the total composition C4H12S. Source: the OMol25 dataset; level of theory: ωB97M-V/def2-TZVPD.

Positions of all 17 atoms, in Å:
C1 3.22410 0.70027 2.25339
S1 1.78665 0.71306 1.18519
C2 2.57018 -0.39770 -0.02249
H1 4.04847 1.37922 1.85212
H2 3.02006 1.02968 3.27511
H3 3.63345 -0.35474 2.62377
H4 3.11150 -1.27668 0.23519
H5 3.30970 0.15374 -0.57096
H6 1.84702 -0.75372 -0.80001
C3 -3.80384 0.13569 -1.70212
C4 -2.70623 -0.45747 -0.82583
H7 -4.63535 -0.53860 -1.88783
H8 -4.38214 0.85089 -1.05551
H9 -3.72968 0.72353 -2.61413
H10 -3.11989 -0.60108 0.17400
H11 -1.77145 0.12281 -0.95313
H12 -2.40257 -1.42890 -1.16676

Summary:
Largest force on an atom ... 3.16 eV/Å
Energy above the lowest of the compared OMol25 structures with the same formula, charge and spin ... 1.168 eV
Structure (SMILES) ... CSC.CC
Frontier orbital gap ... 9.69 eV
Highest occupied orbital energy ... -8.65 eV
Net charge ... 0

Entry 6:
2 unconnected molecules or ions with the total composition C4H12S. Source: the OMol25 dataset; level of theory: ωB97M-V/def2-TZVPD.

Positions of all 17 atoms, in Å:
C1 2.12230 2.15378 0.74459
C2 1.37053 0.93178 1.26608
S1 -0.11934 1.41777 2.15739
H1 1.62481 2.54607 -0.13961
H2 3.13575 1.84698 0.48972
H3 2.15584 2.93974 1.49723
H4 1.14003 0.28492 0.42592
H5 1.99000 0.31573 1.89563
H6 -0.73202 0.22812 2.19215
C3 -1.15784 -1.05443 -0.94898
C4 -1.96984 -2.12229 -1.66678
H7 -1.81227 -0.48840 -0.28638
H8 -0.37029 -1.48559 -0.34406
H9 -0.69738 -0.37228 -1.65778
H10 -1.42777 -2.60150 -2.47554
H11 -2.84933 -1.67924 -2.15145
H12 -2.40317 -2.86116 -0.99814

Summary:
Largest force on an atom ... 0.91 eV/Å
Energy above the lowest of the compared OMol25 structures with the same formula, charge and spin ... 0.068 eV
Structure (SMILES) ... CCS.CC
Frontier orbital gap ... 9.89 eV
Highest occupied orbital energy ... -8.98 eV
Net charge ... 0

Question: What is the largest force on an atom in the second record?
Answer: 4.03 eV/Å

Question: Which value of net charge does entry 1 give?
Answer: 0

Question: Look up the energy above the lowest of the compared OMol25 structures with the same formula, charge and spin of the fourth one.
Answer: 0.396 eV